(1)
DFT (ωB97M-V/def2-TZVPD) results for a structure of composition C36H37Br2CrN7O2P at a distorted geometry.

Geometry as XYZ:
```
86
C36H37Br2CrN7O2P ωB97M-V/def2-TZVPD
H -1.02167 -1.02945 -6.44257
H -1.04107 0.90343 -1.99211
C 2.78193 -5.51184 0.20105
H -2.96369 0.42935 -0.55891
P 0.76728 -1.53472 -1.07506
C 0.44919 -1.52184 -2.94415
H 3.73463 -0.50038 3.10826
C 2.02531 -4.09153 -1.63106
C 0.89858 -0.44152 -3.73134
N -2.26946 2.69034 2.05767
Br -5.93629 5.02252 3.53168
H 3.37552 -0.05421 1.51677
C 2.50966 -5.31043 -1.16116
C 1.01823 2.11800 3.46639
C 1.62357 -3.10534 -0.73073
C -4.10620 4.26303 1.58495
H -4.35995 -3.02125 -0.34339
C 2.05877 0.92549 -0.64690
C 4.25603 0.19286 -2.12839
N 3.10910 0.02727 2.52422
C 2.21047 -0.43664 -1.08502
C -0.52645 -2.40667 -3.45288
C -1.70651 2.75921 -2.68849
H -1.38372 2.45921 -3.64605
H 5.11097 -0.19764 -2.62644
H 0.28538 2.54860 4.15028
H 2.58250 2.77973 4.48205
C -0.62436 -1.11234 -5.45795
N -3.04569 -0.56314 -0.57409
H 0.07756 0.29059 3.62256
C 3.31803 1.47303 2.97942
H 3.35644 -1.75170 -2.33487
H 4.38764 1.62388 3.28558
O -0.47223 -1.61430 3.16942
O 0.74257 2.56336 0.65743
C 3.03878 1.87032 -0.92607
C 1.02052 1.32099 0.11730
C -3.32378 -3.36401 -0.34654
C -2.48768 3.23566 -0.12984
H 1.12660 2.84009 2.62322
H -1.65861 -2.93846 -5.18547
C 4.15110 1.47004 -1.58427
H 2.74232 -4.60726 2.16257
H 2.97945 -6.52940 0.51555
C -3.72067 3.31493 3.79226
C -2.34849 -1.24267 0.36733
C -4.36225 4.14297 2.95473
N -2.41400 -2.55403 0.39532
Br -2.41234 5.21231 -3.81620
H 1.98647 -4.03946 -2.70114
Cr -0.65526 1.33213 1.17409
C -1.58763 1.81072 -1.69611
C -2.21470 4.01378 -2.35350
C 2.33285 1.79623 4.07395
C -0.94322 -2.22284 -4.76116
H -3.06998 -3.32198 -1.36191
C 2.58957 -4.38575 1.08591
C -2.66258 4.22499 -1.04889
C -1.12731 -1.65756 2.12749
H -3.26909 5.02876 -0.77307
H 4.90024 2.18574 -1.83088
C 3.30623 -0.76224 -1.80893
H 1.18752 0.41147 2.44656
H 1.61174 0.22691 -3.34077
H -4.15706 3.21766 4.76634
C -3.00242 3.42849 1.24392
H -3.22664 -1.04466 -1.44011
H -4.58276 4.87009 0.84577
N -1.58979 -0.68177 1.30634
C -2.67254 2.57806 3.35333
N -1.92243 2.03705 -0.45712
N 0.39294 0.89813 2.86819
H -2.24372 -3.52028 2.17505
H 1.78119 -2.41175 1.37139
H 2.83665 2.84144 -0.53692
H -3.32069 -4.35202 0.16544
H -0.63545 -3.53616 1.22266
H 2.31918 0.94178 4.74521
H 0.54643 0.67752 -5.56738
H -0.84503 -3.23645 -2.74437
H -2.13842 1.88952 3.94646
C 0.31710 -0.22245 -4.96566
H 3.14197 2.25285 2.18481
C -1.57115 -2.98480 1.52208
C 1.97119 -3.28202 0.62857
H 2.66356 -6.03760 -1.89169
```

* spin multiplicity: 5
* highest occupied orbital energy (spin up / spin down): -0.289 / -0.370 Ha
* LUMO level (spin up / spin down): -3.44 / -3.46 eV
* energy relative to the best compared isomer or geometry (same formula, charge and spin): 181.7 kJ/mol
* gap between HOMO and LUMO (spin up / spin down): 0.16260 / 0.24296 hartree
* net charge: +1
* <S²>: 6.114

Taken from the Mulliken analysis, the atomic charges in e are:
1. H 0.452
2. H 0.389
3. C -0.633
4. H -0.065
5. P 1.627
6. C 0.448
7. H 0.260
8. C -0.339
9. C -0.851
10. N 0.244
11. Br -0.121
12. H 0.051
13. C -0.744
14. C -0.597
15. C 0.560
16. C -1.049
17. H 0.413
18. C -0.212
19. C -0.845
20. N -0.463
21. C 0.052
22. C -0.463
23. C -1.371
24. H 0.750
25. H 0.473
26. H 0.522
27. H 0.401
28. C -0.656
29. N -0.283
30. H 0.428
31. C -0.507
32. H 0.251
33. H 0.436
34. O -0.704
35. O -0.792
36. C -0.672
37. C 1.105
38. C -1.119
39. C 0.830
40. H 0.308
41. H 0.363
42. C -1.025
43. H 0.353
44. H 0.405
45. C -0.982
46. C -0.160
47. C 0.049
48. N 0.288
49. Br -0.118
50. H 0.400
51. Cr 0.383
52. C 0.380
53. C -0.299
54. C -0.719
55. C -0.793
56. H 0.365
57. C -0.750
58. C -0.944
59. C -0.030
60. H 0.527
61. H 0.442
62. C -0.233
63. H -0.157
64. H 0.279
65. H 0.425
66. C 0.391
67. H 0.307
68. H 0.550
69. N 0.765
70. C -0.570
71. N 0.661
72. N -0.112
73. H 0.517
74. H 0.098
75. H 0.635
76. H 0.326
77. H 0.171
78. H 0.292
79. H 0.447
80. H 0.477
81. H 0.648
82. C -0.542
83. H 0.123
84. C -0.323
85. C -0.313
86. H 0.489

=====

(2)
DFT (ωB97M-V/def2-TZVPD) results for an isolated molecule of C2H3IO3 at a distorted geometry.

Geometry as XYZ:
```
9
C2H3IO3 ωB97M-V/def2-TZVPD
H 1.76053 -0.32779 1.12168
O -2.07471 1.01494 -0.01745
C 1.41163 -0.21329 0.01404
O -0.74756 0.82287 0.35292
O -0.63885 -0.97384 -0.90422
H 1.64200 0.84271 -0.13282
C -0.08056 -0.17574 -0.20714
I -3.40928 -0.31720 0.45534
H 2.13679 -0.67267 -0.68234
```

* highest occupied orbital energy: -0.350 Ha
* SMILES string: CC(=O)OOI
* LUMO level: -0.94 eV
* energy relative to the best compared isomer or geometry (same formula, charge and spin): 85.9 kJ/mol
* gap between HOMO and LUMO: 0.31484 hartree

Taken from the Mulliken analysis, the atomic charges in e are:
1. H 0.262
2. O -0.377
3. C -0.965
4. O -0.119
5. O -0.498
6. H 0.306
7. C 0.754
8. I 0.321
9. H 0.317

=====

(3)
DFT (ωB97M-V/def2-TZVPD) results for a structure of composition C27H23F3N4PtS2 at a distorted geometry.

Geometry as XYZ:
```
60
C27H23F3N4PtS2 ωB97M-V/def2-TZVPD
C -1.16275 -1.91655 2.28627
H 1.50964 0.07482 1.73590
H 4.51924 -3.08735 -0.14208
H 1.09954 4.62326 1.18826
C 4.29916 -2.21891 -2.08743
H -0.56941 2.95806 -2.46099
H 4.49474 -1.12550 3.46702
H -0.66200 -1.19888 2.92449
H 4.40446 -2.73187 2.72913
C 2.79073 3.10392 -2.81534
H 4.93719 -1.33908 1.75995
Pt 0.09272 -0.38662 -0.46572
H 1.14950 2.95139 -4.19707
C -2.40335 -3.64499 0.56608
C -3.85607 2.74184 0.77292
C 3.77659 3.14077 -3.84049
S -1.35615 -2.20726 -1.55697
C 2.53609 -0.03808 2.09943
F -4.28936 2.47885 -0.47317
C 2.18487 3.17149 -0.48809
H -0.70047 5.68643 2.46504
H 5.20793 -2.66558 -2.46967
C 3.91325 -2.45128 -0.77756
C -2.25158 4.45925 1.60472
C 1.93511 -1.10819 -1.08403
F -4.75887 3.57632 1.32015
H 1.64604 -0.41696 -3.09683
C 2.33841 -2.28881 1.15968
F -3.93810 1.58761 1.47145
N -1.08506 -1.70224 0.97283
H -2.88768 -4.29599 -0.14704
N 2.85380 -1.44300 2.23127
C -0.92794 4.87863 1.78498
H 3.75524 -1.29978 -3.95018
N -0.15818 3.28989 0.15142
H 1.25026 -2.27743 1.22745
C 3.15051 3.17573 -1.47112
C -1.84118 -2.99460 2.80718
C 2.73926 -1.90967 -0.25926
H 3.19569 0.48312 1.38765
C 4.24639 -1.66725 2.55293
H -1.87279 -3.15349 3.87464
C 1.43857 2.99022 -3.15547
C 2.30355 -0.93747 -2.41527
H -3.07658 4.96066 2.08254
C 0.82744 3.06923 -0.81898
H 2.66891 -3.31091 1.35540
S -1.75671 1.12182 -0.58400
C -1.65779 -2.55292 0.10662
C 3.48636 -1.46508 -2.91536
H 2.48745 3.24630 0.54740
C -1.44406 2.69344 0.12828
C -2.47010 3.32682 0.80662
C -2.47935 -3.86735 1.92366
C 0.47261 2.96415 -2.17737
H -3.02565 -4.71543 2.31504
H 4.19571 3.25477 -1.20480
N 4.55771 3.15831 -4.68486
H 2.62291 0.44466 3.07536
C 0.07933 4.28953 1.10117
```

* spin multiplicity: 5
* highest occupied orbital energy (spin up / spin down): -0.227 / -0.309 Ha
* LUMO level (spin up / spin down): 0.24 / -2.89 eV
* energy relative to the best compared isomer or geometry (same formula, charge and spin): 49.6 kJ/mol
* gap between HOMO and LUMO (spin up / spin down): 0.23608 / 0.20247 hartree
* <S²>: 6.044

Taken from the Mulliken analysis, the atomic charges in e are:
1. C -0.408
2. H -0.139
3. H 0.424
4. H 0.371
5. C -0.749
6. H 0.480
7. H 0.315
8. H 0.514
9. H 0.309
10. C 0.545
11. H 0.321
12. Pt 1.288
13. H 0.482
14. C -0.724
15. C 0.565
16. C -0.127
17. S -0.352
18. C -0.789
19. F -0.223
20. C -0.407
21. H 0.424
22. H 0.387
23. C -0.384
24. C -0.659
25. C -0.330
26. F -0.304
27. H 0.472
28. C -1.291
29. F -0.199
30. N -0.360
31. H 0.440
32. N 0.207
33. C -0.545
34. H 0.431
35. N 0.697
36. H -0.511
37. C -0.862
38. C -0.755
39. C 1.461
40. H 0.337
41. C -0.921
42. H 0.421
43. C -0.835
44. C -0.416
45. H 0.498
46. C 0.134
47. H 0.696
48. S -0.288
49. C 0.525
50. C -0.660
51. H 0.310
52. C 0.183
53. C 0.086
54. C -0.181
55. C -0.161
56. H 0.385
57. H 0.471
58. N -0.556
59. H 0.501
60. C -0.547

=====

(4)
DFT (ωB97M-V/def2-TZVPD) results for a structure of composition C2H6CsO.

Geometry as XYZ:
```
10
C2H6CsO ωB97M-V/def2-TZVPD
H 0.34067 1.63223 0.90442
C -0.14444 -0.14193 0.13749
Cs -1.69059 1.18115 3.05686
C 0.49552 -0.66330 -1.12980
H 0.09025 -1.63068 -1.42395
H -1.18273 -0.47689 0.23788
H 1.57383 -0.76370 -1.02491
H 0.39109 -0.48725 1.03029
H 0.29419 0.03571 -1.94152
O -0.16779 1.31466 0.15323
```

* highest occupied orbital energy: -0.531 Ha
* LUMO level: -4.00 eV
* energy relative to the best compared isomer or geometry (same formula, charge and spin): 59.8 kJ/mol
* gap between HOMO and LUMO: 0.38429 hartree
* net charge: +1

Taken from the Mulliken analysis, the atomic charges in e are:
1. H 0.303
2. C -0.196
3. Cs 1.026
4. C -1.081
5. H 0.326
6. H 0.255
7. H 0.278
8. H 0.336
9. H 0.302
10. O -0.548

=====

(5)
DFT (ωB97M-V/def2-TZVPD) results for the ion C5H13N2O2S with charge +1 at a distorted geometry.

Geometry as XYZ:
```
23
C5H13N2O2S ωB97M-V/def2-TZVPD
C -0.46990 -0.17837 -2.16027
O 0.71537 -0.39332 -2.75937
H 1.45554 -1.17629 2.28557
N -0.94657 -0.83588 -0.99025
H -2.35668 0.32211 -2.50181
C 1.64486 1.04238 2.89104
N -1.52048 0.13452 -3.14578
O 0.45391 0.83026 -2.07548
H -1.69970 -0.61593 -3.82858
H 1.07190 -1.28022 -0.37566
H -1.31032 1.06379 -3.51406
C 0.01768 -1.06711 0.07570
H 2.19956 0.03564 1.01782
H 1.83330 1.99712 2.44260
C 1.42740 -0.16198 1.80720
H 0.12709 1.00773 0.63757
H -0.79253 0.04415 1.80385
S -2.58882 -0.71388 -0.65906
H 0.74495 1.07978 3.44889
H -0.39999 -2.04095 0.50319
H 2.51396 0.81557 3.51562
H -2.19975 0.05424 0.41474
C 0.07923 0.03662 1.16653
```

* highest occupied orbital energy: -0.491 Ha
* SMILES string: CCCCN(S)C1([NH3+])OO1
* LUMO level: -3.62 eV
* energy relative to the best compared isomer or geometry (same formula, charge and spin): 348.3 kJ/mol
* gap between HOMO and LUMO: 0.35854 hartree
* net charge: +1

Taken from the Mulliken analysis, the atomic charges in e are:
1. C 0.662
2. O -0.303
3. H 0.327
4. N -0.084
5. H 0.316
6. C -1.279
7. N -0.152
8. O -0.313
9. H 0.353
10. H 0.378
11. H 0.399
12. C -0.754
13. H 0.333
14. H 0.355
15. C -0.592
16. H 0.271
17. H 0.602
18. S -0.242
19. H 0.357
20. H 0.247
21. H 0.364
22. H 0.223
23. C -0.469

=====

no.,E_tot (hartree)
1,-8461.43586
2,-601.27834
3,-2476.85254
4,-174.95678
5,-856.05493